Record 1
# C3H7NO2

One molecule with the formula C3H7NO2 (ωB97M-V with the def2-TZVPD basis set, the Open Molecules 2025 dataset).

Last column: Mulliken charge in e.
Positions of all 13 atoms, in Å:
O1 -1.11811 0.77539 1.32958  -0.51
C1 -0.17898 1.32444 0.44118  -0.34
C2 0.91354 0.34248 0.01277  -0.65
N1 0.52670 -0.56283 -1.08146  0.12
C3 -0.27153 -1.62602 -1.08345  -0.52
O2 -0.80399 -1.75663 0.16589  -0.42
H1 -1.30528 -0.12652 1.02727  0.39
H2 0.29645 2.15915 0.96951  0.29
H3 -0.65517 1.73697 -0.46511  0.25
H4 1.22676 -0.24848 0.88114  0.30
H5 1.78368 0.90186 -0.34607  0.39
H6 0.95834 -0.38609 -1.97541  0.27
H7 -1.37242 -2.53372 0.12415  0.42

Output
Energy above the lowest of the compared OMol25 structures with the same formula, charge and spin, kcal/mol: 59.0
E_tot, Ha: -323.687017
E_LUMO, eV: 0.8
HOMO, Ha: -0.3317

=====

Record 2
# C3H7NO2

One molecule with the formula C3H7NO2 (ωB97M-V with the def2-TZVPD basis set, the Open Molecules 2025 dataset).

Last column: Mulliken charge in e.
Positions of all 13 atoms, in Å:
C1 -1.68504 0.23980 -0.26522  -1.23
C2 -0.47792 -0.18571 0.57516  0.30
O1 -0.37870 -1.55132 0.80801  -0.53
C3 0.89415 0.44784 -0.02397  0.35
O2 0.82365 1.58800 0.38333  -0.52
N1 2.18097 0.00321 -0.39358  -0.43
H1 -1.68511 1.32408 -0.41711  0.35
H2 -2.62731 -0.03417 0.22833  0.30
H3 -1.64582 -0.25357 -1.24075  0.34
H4 -0.60542 0.26474 1.57938  0.27
H5 -0.19782 -1.92103 -0.06024  0.35
H6 2.52427 -0.55981 -1.16256  0.21
H7 2.88009 0.63795 -0.01080  0.24

Output
Energy above the lowest of the compared OMol25 structures with the same formula, charge and spin, kcal/mol: 46.0
E_tot, Ha: -323.707711
E_LUMO, eV: 0.6
HOMO, Ha: -0.3442
SMILES: C[C@@H](O)C(N)=O

=====

Record 3
# C3H7NO2

A 2-piece molecular cluster, C3H7NO2 overall (ωB97M-V with the def2-TZVPD basis set, the Open Molecules 2025 dataset).

Last column: Mulliken charge in e.
Positions of all 13 atoms, in Å:
C1 2.74404 -0.19789 -0.16272  0.74
C2 -1.84894 -0.23953 0.07368  -0.95
C3 0.42636 0.87686 0.10917  -1.08
N1 -0.36674 -0.35610 -0.01605  -0.24
O1 3.41258 0.73627 -0.24240  -0.36
O2 2.40960 -1.29188 -0.01066  -0.44
H1 -2.06387 0.48274 -0.76477  0.32
H2 -2.52172 -1.04735 0.01621  0.35
H3 -2.07658 0.27199 0.94584  0.39
H4 0.11378 1.50642 -0.61230  0.27
H5 0.08353 1.23710 1.01396  0.27
H6 -0.27230 -1.22969 0.59741  0.35
H7 -0.03974 -0.74893 -0.94739  0.38

Output
Energy above the lowest of the compared OMol25 structures with the same formula, charge and spin, kcal/mol: 90.0
E_tot, Ha: -323.637471
E_LUMO, eV: 0.4
HOMO, Ha: -0.2674

=====

Record 4
# C3H7NO2

One molecule with the formula C3H7NO2 (ωB97M-V with the def2-TZVPD basis set, the Open Molecules 2025 dataset).

Last column: Mulliken charge in e.
Positions of all 13 atoms, in Å:
C1 -0.89017 1.42844 0.35666  -1.08
C2 -0.25086 0.26020 -0.32908  0.72
N1 -1.13962 -0.53811 -0.79076  -0.54
O1 -0.72152 -1.89921 -0.57169  -0.44
C3 1.20572 -0.04930 -0.03768  -0.40
O2 1.77949 -1.08558 -0.77576  -0.54
H1 -1.79650 1.75092 -0.15820  0.36
H2 -1.22495 0.93536 1.27899  0.26
H3 -0.24157 2.25641 0.63523  0.34
H4 -0.93069 -1.90864 0.37811  0.35
H5 1.29631 -0.19801 1.05540  0.25
H6 1.78406 0.85546 -0.26683  0.32
H7 1.13029 -1.80793 -0.77439  0.39

Output
Energy above the lowest of the compared OMol25 structures with the same formula, charge and spin, kcal/mol: 87.7
E_tot, Ha: -323.641179
E_LUMO, eV: 0.7
HOMO, Ha: -0.3567
SMILES: C/C(CO)=N/O

=====

F_max, record by record: 0.56; 2.41; 4.65; 0.80 eV/A